A cluster of 6 separate species, C84H186F3O2P5 in total in a non-equilibrium geometry. Source: the OMol25 dataset; level of theory: ωB97M-V/def2-TZVPD.

```
! RIJCOSX wB97M-V def2-TZVPD def2/J DEFGRID3
* xyz 3 2
C 5.37930 -29.54732 -0.46060
C 5.69706 -28.60940 0.67873
C 7.11006 -28.50515 1.04644
C 7.64287 -29.71571 1.88968
P 9.37769 -30.10993 1.75768
C 9.61596 -31.06852 3.22878
C 9.50492 -30.42935 4.64617
C 10.76830 -29.73548 5.22179
C 10.70560 -29.70125 6.78472
C 10.24226 -28.42867 2.02973
C 10.27617 -27.53536 0.84250
C 11.09251 -26.23213 1.18032
C 12.58177 -26.35670 1.53061
C 9.86447 -31.07570 0.29902
C 9.19544 -30.46113 -0.97628
C 9.71766 -31.18627 -2.20408
C 9.35671 -30.48507 -3.57760
H 5.48665 -30.60806 -0.23386
H 6.03837 -29.52578 -1.32850
H 4.34769 -29.27203 -0.67991
H 5.27047 -28.89659 1.63980
H 5.36633 -27.62034 0.36176
H 7.19640 -27.62772 1.68735
H 7.59828 -28.27658 0.09909
H 7.05448 -30.57084 1.55705
H 7.34298 -29.66834 2.93654
H 10.54362 -31.63209 3.12900
H 8.72739 -31.67120 3.04082
H 9.38152 -31.33278 5.24339
H 8.66401 -29.75195 4.79484
H 10.89136 -28.68903 4.94270
H 11.67278 -30.25332 4.90263
H 10.39138 -30.64151 7.23779
H 10.00460 -28.95699 7.16259
H 11.69607 -29.40713 7.13194
H 11.22620 -28.70202 2.41081
H 9.70618 -27.97422 2.86292
H 9.29884 -27.18032 0.51562
H 10.67750 -28.06617 -0.02079
H 10.55762 -25.62473 1.91043
H 11.16704 -25.75287 0.20418
H 13.15176 -25.76227 0.81657
H 12.92425 -27.38302 1.66272
H 12.58481 -25.85893 2.50031
H 9.58262 -32.12271 0.41058
H 10.93903 -30.97385 0.45084
H 9.45105 -29.43620 -1.24514
H 8.12125 -30.64612 -0.97864
H 9.26980 -32.17906 -2.16088
H 10.76867 -31.42377 -2.36869
H 8.27671 -30.34455 -3.53326
H 9.74865 -31.17501 -4.32491
H 9.84720 -29.51766 -3.68544
C 0.09322 -35.17030 -1.93960
C -0.05392 -33.83445 -2.68880
C 0.30334 -33.93214 -4.14248
C 0.42861 -32.56311 -4.80492
P 1.36641 -32.35839 -6.39358
C 3.10169 -32.78509 -5.96227
C 3.80938 -32.01114 -4.83687
C 5.22369 -32.60218 -4.50799
C 5.90424 -32.14286 -3.27895
C 0.86213 -33.55505 -7.63876
C -0.40236 -33.16835 -8.39429
C 0.01069 -32.35692 -9.62641
C -1.26123 -31.93469 -10.45232
C 1.13292 -30.55833 -6.88670
C 2.23876 -30.11351 -7.83735
C 2.27149 -28.61295 -8.28342
C 2.22940 -27.61121 -7.10762
H -0.56870 -35.93365 -2.34858
H -0.17085 -34.97218 -0.90080
H 1.14275 -35.45945 -1.88505
H 0.64407 -33.23561 -2.10373
H -1.07980 -33.49312 -2.55032
H -0.46830 -34.54070 -4.61400
H 1.28901 -34.36661 -4.30923
H 1.12078 -31.90735 -4.27673
H -0.51582 -32.05389 -4.99683
H 3.68633 -32.57144 -6.85706
H 3.12691 -33.86487 -5.81551
H 3.11386 -31.93625 -4.00098
H 3.93773 -30.95389 -5.06898
H 5.86590 -32.34785 -5.35118
H 5.10879 -33.68561 -4.47521
H 6.88471 -32.51750 -2.98497
H 5.38656 -32.53123 -2.40188
H 5.94962 -31.05954 -3.16736
H 0.61550 -34.47800 -7.11394
H 1.64542 -33.90790 -8.30962
H -1.17438 -32.62325 -7.85121
H -0.89811 -34.05528 -8.78886
H 0.56618 -33.09387 -10.20646
H 0.59356 -31.47244 -9.36940
H -1.78266 -32.75018 -10.95352
H -0.85153 -31.22886 -11.17483
H -1.95981 -31.30189 -9.90491
H 1.24807 -29.93591 -5.99932
H 0.13979 -30.32750 -7.27207
H 2.33592 -30.72208 -8.73640
H 3.23740 -30.23533 -7.41786
H 1.34726 -28.62177 -8.86120
H 3.00177 -28.45968 -9.07796
H 2.07431 -26.59113 -7.45905
H 3.02828 -27.69110 -6.37039
H 1.28432 -27.75903 -6.58507
C 0.82752 -27.46304 10.44642
C 0.47859 -28.13812 9.16687
C 0.12862 -27.21012 8.04285
C 1.30293 -26.41287 7.33429
P 0.87540 -25.46150 5.83078
C -0.17666 -24.10636 6.42506
C 0.45387 -22.71636 6.40776
C -0.49567 -21.67315 6.93653
C 0.18509 -20.22956 6.89549
C 2.35977 -24.93029 4.76923
C 3.33716 -23.98593 5.48409
C 4.77299 -24.19050 5.28662
C 5.11146 -23.80505 3.82815
C -0.06037 -26.45608 4.58757
C 0.41407 -27.83335 4.15888
C 0.07556 -28.08485 2.67725
C 1.18870 -27.58609 1.62851
H 1.01655 -28.12567 11.29099
H 0.00120 -26.86438 10.82972
H 1.59786 -26.69224 10.42326
H -0.50121 -28.54551 9.41614
H 1.15727 -28.91146 8.80709
H -0.73267 -26.60569 8.32736
H -0.40996 -27.87550 7.36808
H 2.15072 -27.09722 7.30218
H 1.73158 -25.67893 8.01668
H -0.42924 -24.34320 7.45861
H -1.03773 -24.05635 5.75860
H 0.74584 -22.53436 5.37348
H 1.31613 -22.73368 7.07432
H -0.83293 -21.87776 7.95264
H -1.34221 -21.54367 6.26220
H 0.31920 -19.98676 5.84138
H 1.17288 -20.20484 7.35568
H -0.45493 -19.51459 7.41248
H 1.89407 -24.33644 3.98273
H 2.86970 -25.71607 4.21190
H 3.17740 -24.24212 6.53143
H 3.02024 -22.96078 5.29248
H 5.18957 -25.17877 5.48128
H 5.26003 -23.46177 5.93456
H 4.30631 -23.97053 3.11229
H 6.02997 -24.23562 3.42934
H 5.15977 -22.71783 3.88899
H -0.30260 -25.75872 3.78563
H -1.01450 -26.61706 5.08939
H -0.21694 -28.53370 4.70607
H 1.40246 -28.17127 4.47032
H -0.91530 -27.77831 2.34210
H 0.18363 -29.16928 2.65666
H 1.10083 -26.51118 1.47055
H 1.08398 -28.21473 0.74423
H 2.22197 -27.65297 1.96906
C 5.77884 -27.20922 -4.93667
C 5.92668 -28.24262 -6.10282
C 7.42425 -28.62043 -6.46850
C 7.43792 -29.65764 -7.62439
P 7.87703 -29.02643 -9.37458
C 6.45701 -28.07757 -9.91593
C 6.30614 -26.65184 -9.29032
C 5.10914 -25.91386 -9.72850
C 4.59589 -26.22032 -11.20655
C 8.18136 -30.56168 -10.36413
C 8.34203 -30.41028 -11.76850
C 8.66977 -31.74526 -12.40688
C 8.66525 -31.73295 -13.94257
C 9.38192 -27.88113 -9.58002
C 9.60153 -27.06979 -10.89900
C 10.91629 -26.42843 -11.06886
C 11.05057 -25.39565 -12.20310
H 6.63647 -26.53660 -4.92381
H 5.58517 -27.67440 -3.97014
H 4.98976 -26.52762 -5.25428
H 5.40967 -27.80994 -6.95932
H 5.50512 -29.23405 -5.93712
H 7.82299 -29.18482 -5.62556
H 7.98976 -27.69632 -6.58825
H 6.67316 -30.43431 -7.63173
H 8.35257 -30.24868 -7.57765
H 5.64041 -28.71546 -9.57776
H 6.62465 -28.03524 -10.99213
H 7.06722 -25.95336 -9.63811
H 6.37685 -26.62206 -8.20302
H 5.34271 -24.85209 -9.64984
H 4.31207 -26.04106 -8.99597
H 3.74413 -25.54772 -11.30752
H 4.16983 -27.21878 -11.10825
H 5.37733 -26.09130 -11.95540
H 7.22838 -31.08471 -10.28419
H 8.91355 -31.06809 -9.73522
H 9.09639 -29.66683 -12.02603
H 7.49354 -30.04295 -12.34576
H 7.98901 -32.54959 -12.12809
H 9.61562 -32.13908 -12.03492
H 9.60193 -31.43326 -14.41258
H 7.98148 -31.00891 -14.38566
H 8.34084 -32.75801 -14.12176
H 10.27208 -28.50888 -9.53945
H 9.41325 -27.27307 -8.67593
H 8.75645 -26.38181 -10.92381
H 9.25424 -27.56999 -11.80304
H 11.61648 -27.24219 -11.25761
H 11.17740 -26.00298 -10.09988
H 11.91094 -24.74149 -12.06193
H 10.10764 -24.86655 -12.34107
H 11.22459 -25.78100 -13.20776
C -2.33923 -27.92176 -8.14877
C -3.64275 -28.51225 -8.51825
C -4.32130 -29.30199 -7.34371
C -3.66102 -30.65294 -6.86362
P -4.66249 -31.62568 -5.65241
C -6.23737 -32.15705 -6.51796
C -7.48020 -32.33935 -5.52307
C -8.53763 -33.30516 -6.04728
C -9.75428 -33.50330 -5.08103
C -5.18148 -30.73462 -4.18335
C -6.13104 -29.54360 -4.23368
C -6.90482 -29.47069 -2.91458
C -7.98629 -28.42086 -2.79904
C -3.84591 -33.19483 -5.27490
C -4.54840 -34.27445 -4.44901
C -3.85944 -35.61648 -4.21980
C -3.80412 -36.43640 -5.49118
H -1.53739 -28.65560 -8.06727
H -2.27084 -27.35039 -7.22306
H -1.87925 -27.21742 -8.84189
H -3.56567 -29.27174 -9.29628
H -4.26055 -27.81562 -9.08494
H -5.31980 -29.57013 -7.68898
H -4.26953 -28.63494 -6.48322
H -2.71629 -30.34355 -6.41658
H -3.28542 -31.28831 -7.66571
H -5.89060 -33.07096 -7.00027
H -6.39060 -31.44181 -7.32608
H -8.04097 -31.43359 -5.29233
H -7.08744 -32.78771 -4.61049
H -8.10623 -34.30015 -6.15658
H -8.91752 -33.09194 -7.04644
H -9.40161 -33.41253 -4.05367
H -10.40031 -34.37704 -5.16668
H -10.31369 -32.61667 -5.37944
H -4.26959 -30.44632 -3.66044
H -5.50789 -31.52892 -3.51205
H -6.87553 -29.68841 -5.01653
H -5.50661 -28.66285 -4.38361
H -6.16692 -29.27216 -2.13728
H -7.36202 -30.44440 -2.73870
H -8.65873 -28.65944 -3.62306
H -7.66662 -27.38119 -2.86982
H -8.54249 -28.44606 -1.86198
H -2.95503 -32.95241 -4.69553
H -3.50926 -33.64370 -6.20939
H -5.48638 -34.65758 -4.85090
H -4.73365 -33.86026 -3.45794
H -4.57779 -36.14892 -3.59645
H -2.97048 -35.51112 -3.59790
H -4.37197 -36.07702 -6.34937
H -4.05543 -37.43439 -5.13205
H -2.79685 -36.60832 -5.87060
C -0.97002 -28.65842 -4.07034
O 0.44791 -28.59473 -4.06364
O -1.44374 -29.98843 -4.14254
C -1.61125 -27.51172 -3.16987
F -1.64812 -27.88394 -1.85248
F -0.89126 -26.41203 -3.16821
F -2.85932 -27.15672 -3.46787
C 1.26774 -29.04219 -2.96186
C 2.68679 -28.71854 -3.22098
H 2.80614 -27.68471 -2.89689
H 3.43970 -29.39828 -2.82201
H 2.86063 -28.70843 -4.29698
H 1.13956 -30.11689 -2.83267
H 0.98893 -28.57383 -2.01794
H -1.03727 -28.36072 -5.11674
*
```

Expectation value of S²: 0.751
E_LUMO (spin up / spin down): -0.1763 / -0.1763 Ha
HOMO (spin up / spin down): -6.4 / -11.3 eV